(1)
This record from the Open Molecules 2025 dataset describes 7 unconnected molecules or ions with the total composition C12H36NO9 in a non-equilibrium geometry. The level of theory is ωB97M-V/def2-TZVPD.

Geometry (Å):
O1 -0.770 -0.359 -0.079
O2 -2.865 0.997 -1.255
O3 -1.955 -3.047 -1.313
O4 0.632 -0.148 1.534
O5 -0.398 2.518 1.695
O6 3.226 0.437 2.400
O7 1.069 -4.946 0.558
O8 0.025 -2.071 0.535
O9 0.936 0.960 -2.062
N1 -0.161 -0.927 0.796
C1 -3.040 2.311 -0.893
C2 3.011 1.782 2.828
C3 1.110 -5.441 -0.827
C4 2.070 1.516 -1.371
C5 -1.107 2.392 2.900
C6 -2.667 -3.467 -3.535
C7 -1.367 3.885 3.531
C8 1.619 -6.942 -0.739
C9 -2.227 -2.413 -2.516
C10 4.147 2.271 3.792
C11 2.614 2.660 -2.188
C12 -4.118 2.998 -1.804
H1 -1.488 -2.445 -0.815
H2 -1.914 4.456 2.822
H3 1.434 -7.274 -1.714
H4 -0.472 4.365 3.744
H5 -4.039 2.955 -2.823
H6 0.196 1.758 1.645
H7 -0.371 1.865 3.565
H8 0.052 -5.101 -0.947
H9 -1.743 -4.232 -3.505
H10 3.085 0.821 -1.428
H11 -4.273 4.100 -1.662
H12 0.647 -4.083 0.498
H13 -2.482 -1.331 -2.668
H14 1.898 3.452 -2.308
H15 -5.097 2.533 -1.660
H16 -3.233 2.496 0.137
H17 -1.211 -1.916 -2.717
H18 -3.604 -3.913 -3.257
H19 1.983 2.153 3.185
H20 3.474 2.924 -1.795
H21 1.788 -4.790 -1.336
H22 -2.175 0.515 -0.895
H23 0.296 0.522 -1.484
H24 2.887 2.526 1.912
H25 -1.694 3.947 4.627
H26 2.529 -7.163 -0.321
H27 4.027 3.380 4.041
H28 -2.690 -2.915 -4.541
H29 2.659 2.609 -3.316
H30 5.060 2.160 3.412
H31 -2.112 1.934 2.752
H32 2.372 0.149 2.042
H33 1.675 1.665 -0.327
H34 -2.142 2.697 -1.426
H35 0.964 -7.657 -0.160
H36 3.930 1.874 4.734

## Properties
energy relative to the best compared isomer or geometry (same formula, charge and spin): 5.9633 eV
HOMO-LUMO gap: 9.275 eV
highest occupied orbital energy: -6.267 eV
LUMO: 3.01 eV
total charge: -1

(2)
This record from the Open Molecules 2025 dataset describes C5H6INO2 in the gas phase in a non-equilibrium geometry. The level of theory is ωB97M-V/def2-TZVPD.

Geometry (Å):
I1 -2.162 0.697 1.911
O1 1.409 -0.858 -1.541
O2 -1.577 2.750 -1.006
N1 0.510 1.729 -0.487
C1 0.873 -0.834 -0.469
C2 0.611 -2.116 0.392
C3 0.542 0.483 0.185
C4 -0.851 1.898 -0.557
C5 -1.159 0.592 0.109
H1 1.301 -2.053 1.167
H2 1.100 2.175 -1.124
H3 0.872 0.546 1.305
H4 -0.475 -1.911 0.814
H5 -1.702 -0.100 -0.408
H6 0.708 -2.998 -0.291

## Properties
energy relative to the best compared isomer or geometry (same formula, charge and spin): 1.3972 eV
HOMO-LUMO gap: 9.921 eV
highest occupied orbital energy: -9.746 eV
structure (SMILES): CC(=O)[C@H]1NC(=O)[C@@H]1I
LUMO: 0.18 eV

(3)
This record from the Open Molecules 2025 dataset describes 2 unconnected molecules or ions with the total composition C4H12N3O in a non-equilibrium geometry. The level of theory is ωB97M-V/def2-TZVPD.

Geometry (Å):
O1 3.574 0.905 -3.121
N1 0.840 -0.226 -1.318
N2 -0.412 -1.390 2.769
N3 -2.561 0.490 0.365
C1 -1.803 -0.641 0.967
C2 -1.033 -0.400 2.026
C3 1.846 0.873 -1.477
C4 3.028 0.315 -2.238
H1 -2.362 0.660 -0.624
H2 0.488 -1.084 3.132
H3 3.302 -0.712 -1.941
H4 -2.333 1.334 0.891
H5 1.449 1.738 -2.005
H6 2.186 1.194 -0.491
H7 -0.779 0.608 2.339
H8 0.159 -0.103 -2.057
H9 -2.090 -1.595 0.554
H10 -3.568 0.340 0.438
H11 -0.296 -2.240 2.230
H12 0.363 -0.066 -0.438

## Properties
energy relative to the best compared isomer or geometry (same formula, charge and spin): 2.8629 eV
HOMO-LUMO gap: 8.307 eV
highest occupied orbital energy: -12.239 eV
LUMO: -3.93 eV
total charge: +1